Entry i
26
Properties=species:S:1:pos:R:3:nbo_charge:R:1 method="wB97M-V/def2-TZVPD" homo_energy_ev=-7.65 gap_ev=7.591 molar_mass_g_mol=225.27 total_charge=0 spin_multiplicity=1
C -2.0866 0.0798 2.8197 -0.225
C -0.7072 0.2054 2.8786 -0.228
C -2.6632 -0.5959 1.7568 -0.203
C 0.0791 -0.3157 1.8741 -0.163
C -1.8831 -1.1100 0.7389 -0.208
C -0.4918 -0.9562 0.7616 -0.112
C -0.5290 1.1088 -1.7489 0.123
C 2.4613 0.9966 -1.9564 -0.667
C 1.6120 1.6892 -0.9069 -0.061
C 0.4050 -1.3771 -0.2807 -0.125
N 0.1260 -1.7299 -1.5168 0.397
O -1.1078 -1.7048 -1.9385 -0.566
O 1.0313 -1.9646 -2.3416 -0.531
O 0.2779 2.0079 -1.4173 -0.449
S -1.6674 0.2482 -2.2774 0.619
H -2.7047 0.4945 3.6015 0.213
H -0.2454 0.7122 3.7136 0.213
H -3.7341 -0.7268 1.7199 0.213
H 1.1558 -0.2282 1.9390 0.194
H -2.3505 -1.6448 -0.0721 0.238
H 2.5402 1.6152 -2.8478 0.217
H 3.4577 0.8358 -1.5535 0.231
H 2.0494 0.0276 -2.2377 0.262
H 2.0167 2.6680 -0.6424 0.201
H 1.4964 1.0767 -0.0084 0.205
H 1.4621 -1.4119 -0.0574 0.212

=====

Entry ii
26
Properties=species:S:1:pos:R:3:nbo_charge:R:1 method="wB97M-V/def2-TZVPD" homo_energy_ev=-7.79 gap_ev=8.275 molar_mass_g_mol=225.27 total_charge=0 spin_multiplicity=1
C -0.0431 2.6426 0.5908 -0.608
C 0.7069 1.1662 0.8044 -0.468
C 0.8453 0.4870 -0.5161 0.322
C 2.0144 0.2601 -1.0626 -0.385
S 2.3977 -0.7107 -2.6330 0.239
C 1.5784 -2.2665 -2.6509 0.040
N 1.0372 -2.9670 -1.7869 -0.516
C 0.5129 -2.8493 -0.5274 0.461
O 0.9336 -3.7483 0.3990 -0.648
C -0.4958 -2.0188 -0.0896 0.087
O -1.1102 -2.1608 1.2100 -0.455
C -2.1458 -1.2798 1.2440 0.160
C -2.1772 -0.4985 0.1806 -0.356
C -1.2123 -0.9524 -0.8550 0.017
O -0.2626 0.1516 -1.3507 -0.559
H 0.2912 3.1452 -0.3775 0.218
H 0.2460 3.3022 1.4821 0.214
H -1.1179 2.3360 0.5722 0.219
H 0.0728 0.6636 1.4869 0.230
H 1.6362 1.2299 1.4456 0.226
H 2.9435 0.5431 -0.5444 0.224
H 1.7288 -2.6894 -3.6321 0.197
H 1.3754 -4.4454 -0.1390 0.486
H -2.7332 -1.1777 2.1610 0.213
H -2.9999 0.1969 -0.2392 0.234
H -1.5248 -1.2217 -1.7871 0.208

=====

It is entry ii that is the most stable of them.

=====

Entry i
13
Properties=species:S:1:pos:R:3:nbo_charge:R:1 method="wB97M-V/def2-TZVPD" homo_energy_ev="-11.01 / -11.02" gap_ev="6.587 / 6.597" molar_mass_g_mol=187.00 total_charge=+1 spin_multiplicity=1
C 1.0566 -0.2297 1.5574 0.080
C -0.8059 0.4562 -0.8102 -0.624
N 0.3463 -1.2204 2.0106 -0.637
N -0.2448 0.9234 -2.0192 -0.759
I -1.6150 -1.5379 -0.7182 0.119
H 1.9708 -0.2834 0.9256 0.226
H 1.1187 0.6239 2.1621 0.201
H -1.3587 1.2655 -0.1951 0.228
H 0.6285 1.4145 -1.6786 0.460
H -0.2789 -1.0777 2.7447 0.414
H 0.0371 0.0738 -2.6955 0.458
H 0.0404 -1.9417 1.4048 0.422
H -0.8950 1.5338 -2.6883 0.412

=====

Entry ii
13
Properties=species:S:1:pos:R:3:nbo_charge:R:1 method="wB97M-V/def2-TZVPD" homo_energy_ev=-13.95 gap_ev=8.768 molar_mass_g_mol=187.00 total_charge=+1 spin_multiplicity=1
C -1.7525 0.4471 0.1047 -0.335
C -0.3431 -0.0798 -0.0665 0.321
N -0.0629 -1.3530 -0.0609 -0.613
N -2.1448 1.7919 -0.2815 -0.790
I 3.2335 -0.1240 0.0484 -0.113
H -2.2061 -0.1830 -0.7252 0.244
H -2.2116 0.0526 1.0869 0.276
H 0.5179 0.6085 -0.0988 0.243
H -0.8277 -1.9601 -0.0092 0.422
H 0.8795 -1.7062 0.0608 0.446
H -1.8001 2.5075 0.3254 0.379
H -1.8681 2.0459 -1.2242 0.381
H 4.0867 0.9731 -0.5638 0.139

=====

It is entry ii that is the most stable of them.

=====

Entry i
76
Properties=species:S:1:pos:R:3:lowdin_spin:R:1 method="wB97M-V/def2-TZVPD" homo_energy_ev="-7.58 / -7.67" gap_ev="7.229 / 7.186" molar_mass_g_mol=749.75 total_charge=0 spin_multiplicity=3 s2=2.02
V -0.5700 -0.7871 0.0075 1.965
C -1.1974 -1.7196 4.0649 0.003
C -1.6110 -1.2925 2.6829 0.025
O -0.6897 -0.9231 1.9287 0.018
C -2.9826 -1.3012 2.2376 0.000
C -4.0179 -1.4402 3.1927 0.004
C -5.3379 -1.3659 2.8390 -0.002
C -5.6574 -1.1633 1.4872 0.005
C -4.6837 -1.0531 0.5336 -0.003
C -3.3121 -1.1284 0.8733 0.008
O -2.4542 -1.0643 -0.1113 0.001
H -0.1122 -1.7512 4.1112 0.000
H -1.6055 -2.7037 4.2952 0.001
H -1.5745 -1.0182 4.8111 0.001
H -3.7510 -1.5849 4.2281 0.000
H -6.1191 -1.4547 3.5781 0.000
H -6.6955 -1.0996 1.1894 0.000
H -4.9271 -0.9151 -0.5105 0.000
C 4.6276 -1.7998 0.9646 0.000
C 4.9763 -1.3000 -0.4479 0.000
S 3.5670 -0.8245 -1.4827 0.000
C 3.4360 0.9603 -1.2431 0.000
C 3.5007 1.4455 0.1904 0.000
S 2.2624 0.6586 1.2434 0.002
C 3.0240 0.8448 2.8713 0.000
C 3.8342 -0.3773 3.3012 0.000
S 5.2941 -0.7626 2.3040 0.000
H 5.0326 -2.8016 1.1007 0.000
H 3.5465 -1.8574 1.0743 0.000
H 5.4622 -2.1048 -0.9996 0.000
H 5.6913 -0.4755 -0.4178 0.000
H 2.4807 1.2321 -1.7032 0.000
H 4.2206 1.4784 -1.8034 0.000
H 3.3553 2.5292 0.2024 0.000
H 4.4824 1.2298 0.6114 0.000
H 2.2182 1.0114 3.5892 0.000
H 3.6402 1.7466 2.8682 0.000
H 3.1882 -1.2570 3.3195 0.000
H 4.2142 -0.2349 4.3148 0.000
C -2.5922 3.2765 0.5353 -0.001
Si -0.9212 2.4881 0.8874 -0.001
C -1.0275 1.9238 2.6688 0.000
C 0.4349 3.7888 0.8743 0.000
N -0.6542 1.1852 -0.2746 -0.029
C -0.7116 1.5512 -1.6325 0.004
C -0.8788 2.8469 -2.1227 -0.005
C -0.9702 3.1141 -3.4837 0.001
C -0.8998 2.0952 -4.4171 -0.005
C -0.7158 0.7867 -3.9755 0.001
C -0.6094 0.5684 -2.6240 -0.002
O -0.3941 -0.7166 -2.1159 0.019
C -0.2673 -1.7894 -3.0089 0.002
C -1.3555 -2.6360 -3.1088 0.001
C -1.2495 -3.7277 -3.9597 0.000
C -0.0826 -3.9360 -4.6825 0.000
C 0.9839 -3.0584 -4.5645 0.000
C 0.9035 -1.9585 -3.7189 0.000
H -2.8633 3.9329 1.3610 0.000
H -3.3505 2.4965 0.4689 0.000
H -2.6405 3.8585 -0.3791 0.000
H -1.0269 2.8421 3.2582 0.000
H -0.1880 1.3183 2.9864 0.000
H -1.9506 1.4008 2.8943 0.000
H 0.1136 4.6475 1.4617 0.000
H 0.7316 4.1538 -0.1070 0.000
H 1.3203 3.3686 1.3505 0.000
H -0.9573 3.6750 -1.4354 0.000
H -1.1056 4.1369 -3.8049 0.000
H -0.9875 2.2999 -5.4729 0.000
H -0.6603 -0.0365 -4.6730 0.000
H -2.2373 -2.4497 -2.5097 0.000
H -2.0758 -4.4177 -4.0484 0.000
H -0.0040 -4.7910 -5.3383 0.000
H 1.8904 -3.2317 -5.1273 0.000
H 1.7235 -1.2708 -3.6112 0.000
I 0.5196 -3.3106 0.1532 -0.016

=====

Entry ii
76
Properties=species:S:1:pos:R:3:lowdin_spin:R:1 method="wB97M-V/def2-TZVPD" homo_energy_ev="-7.55 / -7.71" gap_ev="7.221 / 7.420" molar_mass_g_mol=749.75 total_charge=0 spin_multiplicity=3 s2=2.02
V -0.3847 1.0736 0.8346 1.926
C 3.2797 -1.1182 1.9165 0.000
C 2.0955 -0.7404 1.0675 0.004
O 1.3272 0.1130 1.5497 0.015
C 1.8867 -1.3645 -0.2143 0.004
C 2.8284 -2.2852 -0.7281 0.000
C 2.6479 -2.9022 -1.9342 0.004
C 1.4870 -2.6071 -2.6800 0.000
C 0.5515 -1.7308 -2.2076 0.002
C 0.7144 -1.0740 -0.9624 0.004
O -0.1975 -0.2568 -0.5631 0.025
H 3.2187 -0.5859 2.8615 0.000
H 4.2117 -0.8506 1.4166 0.000
H 3.2940 -2.1923 2.1031 0.000
H 3.7188 -2.5020 -0.1524 0.000
H 3.3828 -3.5992 -2.3115 0.000
H 1.3344 -3.0826 -3.6417 0.000
H -0.3434 -1.4853 -2.7671 0.000
C -0.5210 -4.3068 0.3805 0.000
C -1.0414 -3.9663 1.7850 0.001
S -1.5472 -2.2368 2.0359 0.004
C -3.3346 -2.2925 1.7389 0.000
C -3.7761 -3.0172 0.4817 0.000
S -3.0266 -2.3481 -1.0356 0.000
C -3.1481 -3.8314 -2.0764 0.000
C -1.9144 -4.7214 -2.0695 0.000
S -1.5182 -5.5567 -0.5044 0.000
H 0.4903 -4.7089 0.4451 0.000
H -0.4876 -3.4180 -0.2444 0.000
H -0.2561 -4.1347 2.5221 0.000
H -1.8779 -4.6052 2.0706 0.000
H -3.6332 -1.2423 1.7118 0.000
H -3.8113 -2.7564 2.6043 0.000
H -4.8620 -2.9389 0.3977 0.000
H -3.5142 -4.0732 0.5362 0.000
H -3.3182 -3.4733 -3.0941 0.000
H -4.0360 -4.3900 -1.7774 0.000
H -1.0300 -4.1608 -2.3700 0.000
H -2.0538 -5.5361 -2.7839 0.000
C 1.7392 2.6234 4.1074 0.003
Si 0.1190 2.6647 3.1894 0.009
C -0.7974 1.0231 3.4849 0.003
C -0.9925 4.0133 3.8197 0.000
N 0.3020 2.7276 1.4740 -0.017
C 0.6921 3.7679 0.6537 0.002
C 1.2502 4.9769 1.0653 -0.004
C 1.6073 5.9448 0.1369 0.000
C 1.4186 5.7248 -1.2185 -0.004
C 0.8778 4.5189 -1.6560 0.001
C 0.5428 3.5678 -0.7186 -0.003
O -0.0150 2.3207 -1.0279 0.012
C 0.1825 1.8476 -2.3267 0.002
C 1.4601 1.6278 -2.8084 0.000
C 1.6159 1.1388 -4.0966 0.000
C 0.5004 0.8633 -4.8781 -0.001
C -0.7734 1.0723 -4.3664 0.000
C -0.9396 1.5689 -3.0805 0.000
H 1.5930 2.7027 5.1869 0.000
H 2.3852 3.4462 3.7915 0.000
H 2.2610 1.6889 3.8931 0.000
H -0.3504 0.5502 4.3648 0.000
H -0.7760 0.1814 2.7722 0.001
H -1.8513 1.2069 3.6907 0.000
H -1.2737 3.8244 4.8583 0.000
H -1.9013 4.0567 3.2164 0.000
H -0.5055 4.9901 3.7753 0.000
H 1.3919 5.1551 2.1250 0.000
H 2.0336 6.8801 0.4753 0.000
H 1.6873 6.4825 -1.9416 0.000
H 0.7243 4.3275 -2.7090 0.000
H 2.3151 1.8480 -2.1807 0.000
H 2.6112 0.9645 -4.4838 0.000
H 0.6253 0.4808 -5.8827 0.000
H -1.6443 0.8499 -4.9692 0.000
H -1.9186 1.7260 -2.6460 0.000
I -3.0326 1.5508 0.5688 0.005

=====

It is entry i that is the most stable of them.